1.
The following is a DFT calculation (ωB97M-V/def2-TZVPD) of the molecule C4H9ClNP in a non-equilibrium geometry.

Structure (SMILES) ... CPC1CN(Cl)C1
Calculated total energy ... -1013.98207 Ha
HOMO level ... -8.79 eV

Cartesian coordinates (Å):
1 P 1.032 -1.030 0.576
2 C 2.345 0.314 0.868
3 H -0.998 0.811 1.355
4 H -1.488 -0.501 -2.141
5 H 2.417 0.852 -0.055
6 H -1.470 -1.805 -0.574
7 H 1.839 0.848 1.632
8 C -1.334 -0.823 -1.078
9 Cl -3.494 -0.184 0.646
10 H 3.264 -0.198 1.196
11 H 1.619 -1.801 -0.650
12 C -0.102 -0.035 -0.528
13 N -2.200 0.251 -0.424
14 H -0.828 1.974 0.081
15 C -1.022 0.874 0.336
16 H 0.419 0.454 -1.240

Here are the Löwdin charges for atoms 1 to 6, given in e: atom 1 (P): 0.8489, atom 2 (C): -0.3239, atom 3 (H): 0.0424, atom 4 (H): 0.1242, atom 5 (H): 0.0141, atom 6 (H): 0.1023

***

2.
The following is a DFT calculation (ωB97M-V/def2-TZVPD) of the molecule C4H9ClOS in a non-equilibrium geometry.

Structure (SMILES) ... C[C@H](Cl)[C@H](S)CO
Calculated total energy ... -1091.37770 Ha
HOMO level ... -9.35 eV
Energy relative to the best compared isomer or geometry (same formula, charge and spin) ... 0.8339 eV

Cartesian coordinates (Å):
1 Cl -1.990 -0.532 -1.422
2 H 0.770 -2.055 -1.394
3 H -0.883 1.678 1.423
4 C 0.609 -1.598 -0.459
5 S 1.421 0.488 -2.286
6 H -1.214 -0.279 1.401
7 H -2.368 1.014 0.905
8 H -0.899 1.448 -1.221
9 H 2.482 -1.788 0.012
10 H 1.545 1.713 -2.073
11 H 1.277 0.262 0.204
12 C -1.322 0.711 0.886
13 C -0.902 0.527 -0.628
14 O 1.616 -1.941 0.468
15 H -0.290 -1.871 0.122
16 C 0.658 -0.050 -0.636

Here are the Löwdin charges for atoms 1 to 6, given in e: atom 1 (Cl): 0.6814, atom 2 (H): 0.0900, atom 3 (H): 0.1193, atom 4 (C): -0.3326, atom 5 (S): 0.7423, atom 6 (H): 0.0815

***

3.
The following is a DFT calculation (ωB97M-V/def2-TZVPD) of the molecule C4H9ClS in a non-equilibrium geometry.

Structure (SMILES) ... C[C@H](S)CCCl
Calculated total energy ... -1016.16351 Ha
HOMO level ... -8.99 eV
Energy relative to the best compared isomer or geometry (same formula, charge and spin) ... 0.6757 eV

Cartesian coordinates (Å):
1 H -1.453 0.023 -0.641
2 H 0.980 0.187 -2.128
3 C -0.156 -1.836 -0.599
4 H -1.131 1.984 1.142
5 S 1.227 1.196 -1.306
6 Cl 0.389 -2.070 -2.313
7 H -1.143 -0.773 0.887
8 C -0.056 1.752 1.158
9 C 0.420 0.575 0.261
10 H 0.269 1.461 2.207
11 H 1.130 0.033 0.880
12 H 0.528 2.714 1.016
13 H 0.669 -2.247 0.017
14 H -0.979 -2.573 -0.525
15 C -0.694 -0.426 -0.056

Here are the Löwdin charges for atoms 1 to 6, given in e: atom 1 (H): 0.0956, atom 2 (H): -0.2449, atom 3 (C): -0.5431, atom 4 (H): 0.0732, atom 5 (S): 0.7155, atom 6 (Cl): 0.5101

***

The lowest calculated total energy belongs to which entry?
C4H9ClOS

***

Repeat the first record exactly.
The following is a DFT calculation (ωB97M-V/def2-TZVPD) of the molecule C4H9ClNP in a non-equilibrium geometry.

Structure (SMILES) ... CPC1CN(Cl)C1
Calculated total energy ... -1013.98207 Ha
HOMO level ... -8.79 eV

Cartesian coordinates (Å):
1 P 1.032 -1.030 0.576
2 C 2.345 0.314 0.868
3 H -0.998 0.811 1.355
4 H -1.488 -0.501 -2.141
5 H 2.417 0.852 -0.055
6 H -1.470 -1.805 -0.574
7 H 1.839 0.848 1.632
8 C -1.334 -0.823 -1.078
9 Cl -3.494 -0.184 0.646
10 H 3.264 -0.198 1.196
11 H 1.619 -1.801 -0.650
12 C -0.102 -0.035 -0.528
13 N -2.200 0.251 -0.424
14 H -0.828 1.974 0.081
15 C -1.022 0.874 0.336
16 H 0.419 0.454 -1.240

Here are the Löwdin charges for atoms 1 to 6, given in e: atom 1 (P): 0.8489, atom 2 (C): -0.3239, atom 3 (H): 0.0424, atom 4 (H): 0.1242, atom 5 (H): 0.0141, atom 6 (H): 0.1023